Molecular formula: C5H25NO7
Method: DFT, the ωB97M-V functional and the def2-TZVPD basis

Bonds (Å) are listed after each position.
Atoms and positions in Å:
1 C -2.08 -0.47 -0.30  C2 1.516, H7 1.102, H8 1.105, H9 1.066
2 C -0.62 -0.15 -0.05  C1 1.516, C3 1.516, H10 1.111, H11 1.097
3 C 0.16 -1.08 0.86  C2 1.516, C4 1.371, N6 1.391
4 C 1.33 -1.70 0.52  C3 1.371, H12 1.090, H13 1.096
5 C -0.39 0.40 2.76  N6 1.480, H14 1.088, H15 1.097, H16 1.067
6 N -0.24 -0.95 2.19  C3 1.391, C5 1.480, H17 1.022
7 H -2.25 -1.56 -0.23  C1 1.102
8 H -2.74 -0.08 0.50  C1 1.105
9 H -2.54 -0.05 -1.16  C1 1.066
10 H -0.53 0.85 0.42  C2 1.111
11 H -0.10 -0.01 -1.00  C2 1.097
12 H 1.97 -2.04 1.34  C4 1.090
13 H 1.70 -1.61 -0.51  C4 1.096
14 H -1.04 0.40 3.64  C5 1.088
15 H -1.06 1.02 2.16  C5 1.097
16 H 0.54 0.90 2.93  C5 1.067
17 H 0.25 -1.59 2.83  N6 1.022
18 H 2.64 2.29 0.25  O20 0.966
19 H 2.76 3.61 1.13  O20 0.959
20 O 3.19 2.80 0.86  H18 0.966, H19 0.959
21 H 0.51 2.30 -1.45  O23 0.966
22 H 2.02 1.77 -1.44  O23 0.960
23 O 1.22 1.90 -0.93  H21 0.966, H22 0.960
24 H 2.46 0.07 2.27  O26 0.961
25 H 3.45 1.28 2.21  O26 0.973
26 O 3.14 0.53 2.76  H24 0.961, H25 0.973
27 H -0.88 2.33 -3.65  O29 0.996
28 H -0.12 1.21 -3.45  O29 0.985
29 O 0.05 2.17 -3.34  H27 0.996, H28 0.985
30 H -3.55 -2.45 1.61  O32 0.964
31 H -2.43 -2.27 2.74  O32 0.957
32 O -3.35 -2.15 2.50  H30 0.964, H31 0.957
33 H -1.25 -1.06 -3.52  O35 0.974
34 H -1.73 0.30 -2.97  O35 0.959
35 O -1.65 -0.21 -3.78  H33 0.974, H34 0.959
36 H 0.47 -2.55 -3.65  O38 0.963
37 H 0.63 -2.05 -2.16  O38 0.950
38 O 0.05 -2.10 -2.90  H36 0.963, H37 0.950

The calculation puts the energy above the lowest of the compared OMol25 structures with the same formula, charge and spin at 0.9726 eV. Its expectation value of S² is 0.775. The charge is +1. The LUMO energy (spin up / spin down) comes out at -4.058 / -7.936 eV. As for the multiplicity: 2.

Partial atomic charges computed with the Mulliken method, in multiples of e:
1. C -1.409
2. C 0.061
3. C 0.358
4. C -0.991
5. C -0.904
6. N 0.035
7. H 0.209
8. H 0.380
9. H 0.483
10. H 0.405
11. H 0.258
12. H 0.457
13. H 0.258
14. H 0.365
15. H 0.332
16. H 0.389
17. H 0.413
18. H 0.385
19. H 0.297
20. O -0.660
21. H 0.329
22. H 0.319
23. O -0.683
24. H 0.264
25. H 0.378
26. O -0.639
27. H 0.339
28. H 0.416
29. O -0.679
30. H 0.324
31. H 0.296
32. O -0.609
33. H 0.445
34. H 0.140
35. O -0.668
36. H 0.295
37. H 0.220
38. O -0.607